No. 1
DFT (ωB97M-V/def2-TZVPD) results for a cluster of 13 separate species, C52H99F12O26 in total at a distorted geometry.

Summary:
Largest force on an atom   7.198 eV Å⁻¹
Molar mass   1368.3 g mol⁻¹
Charge   -1
Calculated total energy   -5195.00496 a.u.
Gap between HOMO and LUMO   5.06 eV

Element x y z (Å)
O -1.6135 -5.9780 -8.9033
C 4.8392 0.2070 8.4657
C 5.8792 1.6319 6.7372
H -5.6766 -3.9781 9.4417
C 3.0483 7.7060 -1.8988
H -8.4606 1.6314 8.1090
O 11.0399 3.9955 -5.9764
H -3.2224 5.3677 -10.3251
C -12.2441 2.6652 9.0714
C -1.7775 -4.8518 -9.7788
C 1.3947 -1.5202 -1.4154
C 4.9974 7.6264 -0.7248
H -0.6628 -3.0677 13.4044
H 6.0454 2.4251 7.4661
H 0.5462 -7.0234 -6.4414
C 9.3889 -2.4242 -5.8176
C -3.8201 -6.1111 0.9322
O -2.3036 -2.6920 12.1869
O 3.3420 -5.2677 6.2334
F 11.7741 6.8953 -7.8005
H 9.5067 -2.4009 -3.6853
H -5.1324 -4.7859 1.8433
H 1.5224 -9.4146 -7.3585
H 2.3580 8.5195 -2.1219
H 0.6612 1.5602 2.2634
H 4.9285 1.7068 6.2093
C -1.2583 4.8864 -8.2873
C 11.6667 -2.0824 -6.1250
O -10.1464 3.8924 8.8499
H 0.1118 1.7156 -8.8126
H -4.0002 6.7765 2.9021
H -8.6932 3.0004 7.2006
H -1.1829 -7.2474 -6.6214
H -6.2355 -3.7369 -5.9608
H -4.6694 -4.4982 10.8126
F 2.5906 -1.8301 -0.8420
H 2.8544 6.8725 -2.5739
H 4.2348 6.7139 1.0473
H -2.6602 -4.5986 11.5999
C 10.9432 5.0450 -6.6535
H -7.3527 -3.8337 -4.6384
H -0.4131 -1.0089 1.0556
O 1.0175 0.1520 0.2386
H -5.0246 -6.2501 2.7331
C -9.0756 1.9828 7.2805
H 5.0559 1.0067 9.1739
C -2.3311 -7.8441 0.5237
H -3.4669 -5.3505 0.2360
C 4.8579 -5.8842 4.5619
O 2.6942 -7.2480 7.0182
O -10.4461 1.9541 7.6109
F -13.0324 3.6899 8.8432
H -0.8658 -4.6461 -10.3397
H 1.8162 6.6309 -0.5511
H -1.5397 4.9258 -10.7802
C -0.2546 -7.1102 -7.1758
H 6.4000 1.3403 3.1832
O 6.1498 7.9306 -0.3772
F 13.2019 5.8285 -6.5743
C -5.0481 6.7525 3.2010
H 7.1093 2.5015 5.1355
H -9.2914 -4.0254 -7.7427
H 2.4128 8.1638 0.0950
H -7.2332 8.9726 4.1863
F 12.4511 4.9587 -8.4604
C 11.4984 -2.3597 -4.6127
C 0.9496 -0.0028 -1.1762
H 7.8957 4.5767 -8.4750
H 3.8136 0.2664 8.1015
H 8.6695 -1.6221 -5.6525
O 9.8049 5.6851 -6.9092
H 5.1693 -4.1885 5.7188
H -5.5051 -2.0869 -4.4032
H -6.1480 9.3306 1.5844
H -0.9990 0.5318 0.5310
H -0.0405 0.0757 -1.6253
C 7.0544 1.5818 5.7179
H -5.1959 6.9146 4.2687
H -0.0321 1.6758 -10.5757
O -1.8206 5.9798 -9.0616
H 7.0451 3.8329 -7.0872
C 8.5770 5.1419 -6.4889
F 0.4905 -2.4507 -1.0179
O 10.4298 -2.0409 -6.6810
H 4.3148 -6.0040 3.6244
C -2.1830 5.6949 -10.3526
O -5.7399 7.5119 2.3201
O 0.0630 -8.1403 -8.1198
H -1.8917 -2.4834 9.5777
O -3.8050 -3.1665 9.4483
H 0.4376 -5.5828 -8.5567
H 12.2997 -2.9465 -4.1636
H -0.0876 -9.6861 -6.7382
H -2.1855 6.6174 -10.9332
H -9.0118 -5.0072 -6.1969
H -9.2540 1.4629 5.1000
C -2.4467 -3.3979 9.7870
C -0.1453 0.0464 1.0040
H -2.8383 3.5316 -8.7584
H 8.6260 4.6354 -5.5249
H 8.0352 1.6318 6.1909
C -7.0422 -3.1960 -5.4661
C -6.3244 9.4739 3.8536
H -2.5421 -5.1607 -10.4915
H 8.8615 -3.3376 -6.0927
C -6.4378 -1.9072 -4.9379
O -8.2380 -2.9960 -6.3532
H 0.3401 -10.1871 -8.3449
H -1.3875 5.1713 -7.2432
H 0.6309 0.0006 3.0110
H 7.9185 6.0063 -6.4041
C -0.0690 2.3230 -9.6994
H -5.9029 -0.2439 -2.9820
H 4.9346 -0.7592 8.9612
H -4.7432 9.3705 2.5058
C -0.9865 -8.4966 0.8755
H 4.1642 5.6195 -0.3226
H 0.6260 3.1627 -9.7062
H 6.3851 -0.3826 3.2957
H 8.6096 3.2657 -7.6355
C -4.4102 -5.5104 2.2198
H -6.1518 -1.2000 -5.7165
H -1.0560 -4.0734 11.2405
H -1.9820 -2.1405 14.1616
O -5.3358 9.3666 4.8642
F -12.1344 2.5717 10.3561
H 4.5189 -8.0432 5.1156
C -0.4986 -5.8547 -8.0692
H -6.5010 10.5478 3.7933
H -4.8422 9.9254 6.7795
C -6.8938 -0.1782 -3.4311
O 7.1190 0.4599 4.8756
C 4.0314 6.6588 -0.0221
F -1.1194 -9.7901 0.8221
C 3.4917 -6.5868 6.3475
O 4.4320 8.1484 -1.8452
C 6.1860 0.5219 3.8706
H -2.1319 -4.0386 -9.1454
C -1.7445 -2.9540 13.4760
O 1.6675 1.0987 -1.6545
H -8.9363 0.1764 6.3253
F -0.5992 -8.0736 2.0320
O -2.8952 -8.1422 -0.5306
H -5.4360 5.7379 3.1102
H -4.6104 -6.7057 0.4739
H -0.8616 0.8910 2.8707
H -3.7438 -5.0054 2.9191
C 10.0736 -2.8277 -4.5126
H 5.9171 -5.7439 4.3462
H -2.2251 -3.8603 13.8445
O -7.3759 -1.3041 -4.0325
H 3.7873 -4.0483 4.5632
C -2.0908 -3.7318 11.2644
C -5.7401 8.9297 2.5122
C 8.0099 4.1614 -7.4736
O 12.6713 -1.9664 -6.7951
C 2.6892 7.2796 -0.4794
C -4.6634 -4.2278 9.7567
F 1.5535 -1.6630 -2.7578
C -10.8874 2.9050 8.5093
H -1.8745 2.8881 -7.5338
C 12.1699 5.6871 -7.3992
H -7.6757 1.2248 5.8205
H -1.9331 -4.1098 9.1408
C -1.7935 3.4650 -8.4550
H 9.9934 -3.9067 -4.3809
C 0.4661 -9.3783 -7.6252
O -2.8742 -7.0006 1.4077
C 0.0637 0.6523 2.3464
H 5.5613 -7.0271 6.1925
H 5.1683 0.4958 4.2600
O 5.9245 0.3913 7.5122
C 4.6932 -7.0518 5.5338
H -0.1732 4.9782 -8.3341
C -5.7338 9.8749 6.1545
H -7.7614 -4.7766 -7.3849
H -7.5845 0.1142 -2.6401
H -6.2334 10.8424 6.1061
H -0.7192 -5.0590 -7.3576
C 4.2935 -4.6790 5.2940
H -6.7047 0.6021 -4.1684
H -6.5022 9.2531 6.6139
O -1.4101 2.7652 -9.6197
H -4.3804 -5.1296 9.2137
F -12.7946 1.5389 8.6691
C -8.7453 1.2080 6.0297
H 11.5825 -1.3460 -4.2211
F -0.0264 -8.1392 -0.0111
C -8.6236 -4.2943 -6.9244


No. 2
DFT (ωB97M-V/def2-TZVPD) results for an isolated molecule of C7H8 at a distorted geometry.

Summary:
Largest force on an atom   3.641 eV Å⁻¹
Molar mass   92.1 g mol⁻¹
Charge   0
Calculated total energy   -271.29545 a.u.
Gap between HOMO and LUMO   8.06 eV
Energy relative to the best compared isomer or geometry (same formula, charge and spin)   148.09 kcal/mol

Element x y z (Å)
C -1.1058 -1.2215 -0.9433
C 0.1626 -0.7499 0.6263
H 2.5264 1.4135 0.9732
C 1.8906 1.0623 0.1614
H 0.9974 1.6397 0.0550
C 1.4224 -0.2922 0.6563
H -2.8018 0.8503 -0.1531
H 2.4099 0.8400 -0.7377
C -1.0597 -0.1265 0.0657
C -0.1319 -2.0457 0.0299
H 2.3158 -1.0095 0.8236
H -2.0323 -1.7190 -1.0719
H -1.9394 1.4386 1.1422
H -0.7355 -0.9371 -1.9517
C -1.9184 0.8570 0.3241


> Which of these has the highest charge?

C7H8


> Which of these has the lowest charge?

C52H99F12O26


> Among the records above, which one has the lowest calculated total energy?

C52H99F12O26


> Number 1 is which compound?

C52H99F12O26